Density functional theory data (wB97M-V/def2-TZVPD) for a cluster of 2 separate species, C5H14 in total.

Highest occupied orbital energy in eV: -10.94
SMILES: CCC.CC
Gap between HOMO and LUMO in Eh: 0.445
LUMO level in eV: 1.1550
2S+1: 1

Positions of all 19 atoms, in Å:
C (2.1201, 0.1103, -0.6046)
C (2.5840, 1.0187, 0.5148)
H (1.3444, 0.5555, -1.2439)
H (2.8286, -0.3839, -1.2582)
H (1.6978, -0.7431, -0.2628)
H (2.9580, 1.9723, 0.0667)
H (3.4286, 0.8055, 1.1452)
H (1.7311, 1.3982, 1.1310)
C (-1.3206, -0.7673, 0.4732)
C (-1.8226, -1.2329, -0.9635)
C (-1.8383, 0.6059, 0.7281)
H (-1.6224, -1.4974, 1.0915)
H (-0.1807, -0.7472, 0.5821)
H (-1.7468, -0.5058, -1.7476)
H (-2.2726, 0.6201, 1.7707)
H (-1.1053, 1.4857, 0.8478)
H (-2.8129, -1.6009, -0.8718)
H (-1.2614, -2.0349, -1.4127)
H (-2.7088, 0.9413, 0.0139)

---

Density functional theory data (wB97M-V/def2-TZVPD) for an isolated molecule of C6H9N2P.

Highest occupied orbital energy in eV: -7.99
SMILES: Cc1n[nH]pc1C1CC1
Gap between HOMO and LUMO in Eh: 0.318
LUMO level in eV: 0.6525
2S+1: 1

Positions of all 18 atoms, in Å:
C (-0.3935, 0.1106, -0.0912)
C (-0.8594, -1.1502, 0.0505)
C (1.7500, 1.3899, -0.8196)
C (1.2838, 2.1048, 0.3380)
C (0.9318, 0.6271, 0.1999)
C (-0.2398, -2.3159, 0.7245)
N (-2.1346, -1.3680, -0.2385)
N (-2.7162, -0.2422, -0.6694)
P (-1.9286, 1.1436, -0.6434)
H (1.3685, 1.7406, -1.7676)
H (2.8283, 1.0346, -0.8220)
H (1.7910, 2.4130, 1.2605)
H (0.5296, 2.8180, 0.0851)
H (1.6389, -0.0285, 0.5917)
H (0.8464, -2.2198, 0.4728)
H (-0.6076, -3.3309, 0.4741)
H (-0.4102, -2.2675, 1.7642)
H (-3.6784, -0.4593, -0.9095)

---

Density functional theory data (wB97M-V/def2-TZVPD) for a structure of composition C27H20N4O2Pt.

Highest occupied orbital energy (alpha / beta) in eV: -6.48 / -7.96
<S²>: 2.0984
Gap between HOMO and LUMO (alpha / beta) in Eh: 0.231 / 0.271
LUMO level (alpha / beta) in eV: -0.2061 / -0.6016
2S+1: 3

Positions of all 54 atoms, in Å:
Pt (2.6094, -0.6307, -0.5513)
C (-6.6643, 3.5991, -2.4306)
O (-6.7545, 3.3808, -1.0357)
C (-6.1562, 2.2682, -0.5341)
C (-6.1642, 2.1498, 0.8615)
C (-5.5789, 1.0652, 1.4629)
C (-4.9517, 0.0641, 0.6940)
C (-4.9769, 0.1797, -0.7021)
C (-5.5736, 1.2717, -1.3110)
N (-4.3331, -0.9538, 1.3779)
N (-3.7519, -1.8859, 0.6564)
C (-2.4751, -1.8562, 0.2910)
C (-2.0343, -2.9229, -0.5339)
C (-0.7775, -2.9721, -1.0880)
C (0.1521, -1.9533, -0.8524)
O (1.3384, -1.9443, -1.3912)
C (-0.2382, -0.8766, 0.0140)
N (0.7187, 0.0719, 0.2442)
C (0.4950, 0.9944, 1.1579)
C (-0.6899, 1.0562, 1.8902)
C (-1.6929, 0.1559, 1.6181)
C (-1.5008, -0.8359, 0.6431)
H (-7.0846, 4.5847, -2.6098)
H (-7.2395, 2.8544, -2.9871)
H (-5.6250, 3.5805, -2.7681)
H (-6.6435, 2.9263, 1.4421)
H (-5.5793, 0.9579, 2.5399)
H (-4.5363, -0.6005, -1.3073)
H (-5.5875, 1.3297, -2.3896)
H (-2.7538, -3.7052, -0.7338)
H (-0.4809, -3.7975, -1.7208)
H (1.2806, 1.7191, 1.3208)
H (-0.8100, 1.8144, 2.6503)
H (-2.6223, 0.1894, 2.1660)
C (4.6815, 2.7450, 1.0755)
C (5.8958, 2.1864, 1.4551)
C (6.1568, 0.8659, 1.1561)
C (5.1953, 0.1020, 0.4992)
N (3.9930, 0.6439, 0.1958)
C (3.7598, 1.9368, 0.4468)
C (5.3476, -1.2627, 0.0150)
C (6.4942, -2.0363, 0.1861)
C (6.5362, -3.3156, -0.3344)
C (5.4331, -3.8134, -1.0230)
C (4.2927, -3.0444, -1.1955)
C (4.2291, -1.7497, -0.6808)
H (4.4472, 3.7820, 1.2654)
H (6.6398, 2.7863, 1.9618)
H (7.1080, 0.4203, 1.4072)
H (2.7950, 2.3074, 0.1286)
H (7.3517, -1.6465, 0.7211)
H (7.4202, -3.9258, -0.2076)
H (5.4666, -4.8179, -1.4272)
H (3.4387, -3.4419, -1.7289)

---

Number 1: strongest force on any atom 5.6 eV Å⁻¹. Number 2: strongest force on any atom 4.3 eV Å⁻¹. Number 3: strongest force on any atom 0.4 eV Å⁻¹.